Entry 1:
C24H58Br2N3O6P2SiTa | ωB97M-V with the def2-TZVPD basis set

Properties
Kohn-Sham gap (eV): 8.2
DFT total energy (eV): -210646.7891
LUMO (Eh): -0.4498
HOMO (Ha): -0.7496
Energy relative to the best compared isomer or geometry (same formula, charge and spin) (kcal/mol): 21.9
Total charge: +4

Cartesian coordinates (Å):
Ta  -0.0153  -0.4729  0.0052
H  -1.5041  -3.9911  -4.6163
Br  2.1858  -2.0004  1.6154
H  -0.2752  -1.5384  2.5161
C  1.1214  -5.2571  -1.1417
H  3.6499  -0.1894  2.5344
H  6.8955  -1.1272  0.4228
H  5.4492  -0.1351  0.5598
C  -2.8381  0.9190  0.6606
C  -0.9425  -1.3785  1.6637
C  -0.8229  -2.2136  -5.6098
C  2.3292  -5.4677  -0.2739
H  -0.8536  2.0793  -3.1440
H  -2.2825  -1.2524  -1.2830
C  5.8351  -3.0017  -1.3756
C  2.5995  -0.4303  2.6437
H  -2.9371  1.5201  -1.4146
H  -1.6102  2.9738  -1.3392
O  3.5922  0.5270  -2.5536
C  0.5604  -4.2795  -5.1503
H  0.3840  -4.4855  1.3387
H  -3.1453  0.0490  1.2370
H  -0.1178  2.8163  1.2974
O  3.8890  -1.5771  -1.0855
H  6.1876  1.2029  -2.5218
H  0.9511  1.7357  -1.3031
C  5.6424  1.4955  -3.4183
H  5.7568  -0.8882  -1.7694
H  -1.3404  1.1010  1.9971
H  0.0595  -1.5698  -5.6604
H  -2.3530  0.2627  -3.2501
P  2.9342  -0.6559  -1.8394
H  3.2947  1.9180  -4.8325
H  -1.7734  -0.7988  2.0546
C  3.7299  0.9270  -4.9672
H  -1.9523  -3.2867  -0.9218
H  1.4806  -3.7039  -5.2871
O  1.4921  -4.1037  -2.0894
C  5.8066  -1.1465  0.3563
H  6.9242  -3.0558  -1.3549
P  0.8201  -2.7808  -2.3849
H  3.1921  -5.7437  -0.8811
H  0.3052  -4.7149  -6.1172
H  5.4468  -3.7196  -0.6516
N  -1.4151  1.2052  0.9871
Si  -1.7607  -3.1932  1.6034
H  0.4178  0.8901  -3.2073
H  -3.5052  -2.9224  -0.1137
C  5.4152  -1.6029  -1.0221
H  -3.9581  0.1732  -0.9936
H  -1.0247  -0.8525  -3.0739
H  0.2680  -4.8852  -0.5752
H  2.8298  -2.3291  -3.5494
C  -2.9849  0.6263  -0.8008
C  -1.0090  2.6074  0.7087
H  -0.1783  -6.2610  -2.5540
C  -0.7172  2.7798  -0.7528
H  -0.0671  3.6434  -0.8958
C  -2.5719  -3.4932  -0.0466
O  -0.4094  -2.8654  -3.2839
H  -0.0293  -4.1633  3.0238
H  -1.6919  -1.6326  -5.3013
O  0.2912  -2.0756  -1.0562
H  -1.7695  3.3146  1.0457
C  -0.5933  -3.4096  -4.7277
H  2.2989  -0.5810  3.6736
C  0.7363  -6.4375  -1.9881
H  -1.0185  -2.5699  -6.6224
C  2.0814  -1.7034  -3.0532
N  -1.8973  -0.3049  -1.2554
H  -3.4866  1.7443  0.9612
H  1.5438  -6.7144  -2.6667
H  5.5083  -3.2862  -2.3767
H  0.5562  -7.2858  -1.3258
O  1.8666  -0.0529  -0.9051
C  -1.4737  0.0341  -2.6474
H  -2.8686  -4.5447  -0.1178
C  -0.4666  1.1916  -2.6463
H  1.6180  -1.0558  -3.8017
H  -0.8972  -5.4006  2.1310
H  4.9204  -0.4865  -3.8570
H  2.5782  -4.5781  0.3077
H  2.1286  -6.2878  0.4168
C  -3.0345  -3.0753  2.9219
C  4.5395  0.5335  -3.7609
Br  1.5742  1.0631  1.9422
H  -3.4554  -4.0724  3.0917
H  5.2439  2.5002  -3.2770
H  6.3497  1.5238  -4.2478
H  -2.6151  -2.7420  3.8738
H  4.3941  0.9695  -5.8312
H  2.9410  0.2102  -5.2033
H  0.7444  -5.1004  -4.4624
H  -3.8647  -2.4174  2.6547
H  5.4419  -1.8412  1.1154
C  -0.4449  -4.4078  2.0426
N  -0.0458  1.5448  -1.2631

Cartesian forces (eV/Å) of the 2 atoms listed first:
0.057 1.425 -0.132
-0.002 -0.017 0.113

=====

Entry 2:
C6H14O2 | ωB97M-V with the def2-TZVPD basis set

Properties
Kohn-Sham gap (eV): 9.0
Structure (SMILES): C=CC=C(C)C.O.O
DFT total energy (eV): -10541.6638
LUMO (Eh): 0.0161
HOMO (Ha): -0.3153
Energy relative to the best compared isomer or geometry (same formula, charge and spin) (kcal/mol): 68.1
Total charge: 0

Cartesian coordinates (Å):
C  0.3760  0.7765  -0.8876
H  -0.1791  3.3731  0.3914
H  -1.9507  -2.4605  -0.6783
H  0.9807  0.7606  0.0759
H  1.8844  -0.9324  0.2141
C  0.0357  -1.6809  -0.6577
C  -0.2491  -0.4880  -1.0927
H  -0.7594  1.6334  3.7123
H  0.7340  2.8281  -1.2654
C  0.3772  1.8994  -1.6532
H  -0.8761  -3.3372  0.1618
H  -1.2731  -0.3136  -1.5102
H  -0.0109  2.7931  1.8135
H  -0.0796  2.0686  -2.6240
O  -1.2158  1.6355  2.8908
H  1.6815  -2.7637  0.4992
C  -0.9549  -2.7304  -0.6072
O  -0.0381  3.5971  1.2636
H  2.0658  -2.0989  -1.0619
C  1.4411  -1.8524  -0.1758
H  -0.7534  -3.3682  -1.4459
H  -1.2364  0.6608  2.6376

Cartesian forces (eV/Å) of the 2 atoms listed first:
2.407 1.652 0.400
-0.549 -1.104 -2.658

=====

Entry 3:
C53H39CoN7P2S4Se2 | ωB97M-V with the def2-TZVPD basis set

Properties
Kohn-Sham gap (alpha / beta) (eV): 3.7 / 4.2
2S+1: 4
DFT total energy (eV): -296262.7094
LUMO (alpha / beta) (Eh): 0.1164 / 0.1221
HOMO (alpha / beta) (Ha): -0.0201 / -0.0337
Energy relative to the best compared isomer or geometry (same formula, charge and spin) (kcal/mol): 18.1
Total charge: -2

Cartesian coordinates (Å):
H  13.1899  17.4966  25.4737
C  17.1172  15.5640  20.5688
C  14.8237  13.3953  19.5225
H  13.3919  12.1356  24.9399
C  8.8671  16.5138  13.4717
C  12.0898  16.5526  17.3304
C  17.8661  17.7675  19.9734
C  7.5351  16.9399  15.4291
P  14.9210  12.9426  22.4964
N  13.7345  13.4095  18.7232
H  18.1520  18.7900  20.2943
C  8.2204  15.9162  16.0774
C  12.8795  14.8701  10.4849
C  12.4158  14.8721  11.7944
S  13.5209  15.8153  16.8022
H  7.9716  15.6754  17.1044
C  17.4579  16.1803  18.2347
C  12.1788  10.2300  16.5907
C  13.3370  11.3248  24.2351
N  10.9882  10.8404  16.9572
C  17.4740  16.8334  20.9328
C  9.1704  15.1601  15.4332
C  17.0652  15.2388  19.2000
C  11.5203  14.1018  14.3511
C  10.1680  15.0670  11.0186
H  18.1420  18.2017  17.9284
H  9.9550  15.1391  8.8919
H  9.7487  20.6488  13.8558
C  7.8879  17.2291  14.1141
H  11.5850  16.1823  24.1706
H  15.5363  16.6471  25.6572
C  14.8175  16.1477  25.0160
H  13.0984  8.4091  21.7427
C  10.1306  19.4308  15.5564
H  13.1222  14.7619  12.6110
C  9.8474  19.1884  16.8967
H  12.2452  14.2409  22.8565
P  16.4028  13.6029  18.6711
N  12.1882  9.0074  16.1970
C  12.3071  13.6533  15.1963
C  15.2085  15.0102  24.3474
H  8.1131  22.0979  15.0434
Co  13.4018  13.4257  16.7293
C  9.7518  8.9187  16.2799
C  11.9846  14.9493  9.4250
C  12.9797  14.7292  23.5170
H  12.1994  10.1273  25.5799
C  12.6585  10.1754  24.6107
C  13.8794  10.3446  22.1310
C  9.5251  15.4557  14.1115
C  8.9113  19.9664  17.5501
H  6.8117  17.5349  15.9850
H  12.3316  14.9723  8.4095
H  8.6732  19.7223  18.5787
H  14.3112  10.3686  21.1559
C  17.4268  12.2584  19.2804
H  19.4200  9.2422  20.5209
H  7.5794  21.6523  17.4076
H  19.2356  13.3936  19.5415
N  12.6508  13.3189  19.4811
C  13.1847  9.1993  22.4791
H  8.8294  8.3768  16.0993
C  13.9692  11.4392  22.9972
C  14.3149  13.2416  20.8226
H  15.8037  10.8920  18.9860
S  9.0430  17.7594  19.8162
C  11.0664  14.9396  12.1054
C  19.4960  11.3115  20.0292
Se  16.9829  12.5924  22.7794
C  10.1978  17.4649  18.6620
H  20.5420  11.4032  20.3477
C  16.8211  11.0041  19.2906
H  9.1150  15.0968  11.2327
C  8.2954  21.0120  16.8776
C  17.8667  17.4428  18.6374
C  18.8715  10.0917  20.1218
H  16.8869  14.8334  21.3197
Se  16.0838  13.4151  16.5746
C  10.6310  15.0520  9.7189
C  9.5209  20.4819  14.8895
H  16.2232  14.6479  24.4606
N  10.5042  18.1143  17.5200
C  8.6033  21.2902  15.5445
C  9.7384  10.2322  16.6431
H  17.3767  15.8846  17.1903
C  12.6117  15.8727  24.2021
H  12.0919  8.1774  24.0506
N  12.9561  13.1811  20.7264
S  11.2594  16.1153  18.8467
C  13.5319  16.6330  24.9125
H  9.7000  14.3692  15.9504
H  8.8715  10.8748  16.7460
H  13.9215  14.7605  10.2901
H  11.0129  11.8710  17.0539
N  11.5646  17.6005  16.7931
C  12.6183  9.0850  23.7398
C  14.3263  14.2925  23.5437
C  10.6861  14.8114  13.5146
S  13.6671  11.1348  16.7685
H  17.0604  8.9553  19.7920
H  9.1691  16.7956  12.4873
H  17.4841  17.1005  21.9921
C  18.7655  12.4152  19.6029
C  17.5622  9.9276  19.7355
H  11.0219  7.2756  15.7872
H  7.4121  18.0590  13.6043
H  10.8551  18.8287  15.0539
C  10.9792  8.3191  16.0942

Cartesian forces (eV/Å) of the 2 atoms listed first:
0.186 0.052 -0.166
-0.181 -0.264 -1.117

=====

Entry 4:
CH3FOS | ωB97M-V with the def2-TZVPD basis set

Properties
Kohn-Sham gap (eV): 10.3
Structure (SMILES): O=CS.F
DFT total energy (eV): -16685.1632
LUMO (Eh): 0.0192
HOMO (Ha): -0.3609
Energy relative to the best compared isomer or geometry (same formula, charge and spin) (kcal/mol): 7.5
Total charge: 0

Cartesian coordinates (Å):
S  -0.0425  0.7116  0.1331
H  -3.1561  -0.5515  0.1912
O  2.4308  -0.0882  -0.3981
H  1.2620  -1.1734  0.8594
C  1.4117  -0.3059  0.1951
H  0.5015  1.6108  -0.7103
F  -2.4074  -0.2035  -0.2704

Cartesian forces (eV/Å) of the 2 atoms listed first:
0.996 0.187 -0.006
0.788 0.406 -0.604

=====

Entry 5:
C5H12N2O3S | ωB97M-V with the def2-TZVPD basis set

Properties
Kohn-Sham gap (eV): 9.3
DFT total energy (eV): -25331.6927
LUMO (Eh): 0.0250
HOMO (Ha): -0.3175
Energy relative to the best compared isomer or geometry (same formula, charge and spin) (kcal/mol): 139.0
Total charge: 0

Cartesian coordinates (Å):
H  -0.7509  -2.6669  0.7589
C  -0.0524  -3.0888  -0.0021
O  -0.3612  -0.3969  1.0187
S  0.5380  -0.5486  -0.0695
H  1.5955  1.8464  1.2704
H  0.3162  3.1798  1.4157
C  -2.8727  3.2233  0.2746
N  -0.7937  2.5382  -0.8760
H  -0.5155  0.5268  -1.4613
C  -1.7884  2.6782  -0.1891
N  1.0355  -2.1805  -0.1026
O  0.4406  2.1591  -0.2849
H  -3.6723  2.5770  0.5176
H  -0.5372  -2.9051  -0.9611
H  2.0998  -3.5841  -1.0462
H  0.1548  -4.0922  0.2175
C  2.2923  -2.5577  -0.7542
H  -3.0872  4.3174  0.3466
H  2.6358  -1.8949  -1.4934
H  3.0497  -2.4228  0.0747
C  0.6191  2.1916  1.1219
H  -0.1231  1.5240  1.6744
O  -0.2226  -0.4232  -1.4504

Cartesian forces (eV/Å) of the 2 atoms listed first:
0.465 -0.603 -0.333
-2.097 2.266 -0.698

=====

Entry 6:
C4H6N2 | ωB97M-V with the def2-TZVPD basis set

Properties
Kohn-Sham gap (eV): 8.8
Structure (SMILES): C1=CNC=NC1
DFT total energy (eV): -7224.6523
LUMO (Eh): 0.0317
HOMO (Ha): -0.2929
Energy relative to the best compared isomer or geometry (same formula, charge and spin) (kcal/mol): 21.6
Total charge: 0

Cartesian coordinates (Å):
H  2.1020  -0.2608  -0.8698
H  -2.3697  0.1359  -0.0709
H  1.3385  2.0715  -0.0055
C  0.7422  1.1672  -0.0032
C  1.4374  -0.1732  0.0017
C  -0.5868  1.2537  -0.0060
H  2.0978  -0.2645  0.8806
H  -1.3896  -1.9849  -0.0218
H  -1.1313  2.1972  -0.0039
N  0.5293  -1.3247  -0.0031
N  -1.3667  0.0940  0.0247
C  -0.7238  -1.1276  -0.0025

Cartesian forces (eV/Å) of the 2 atoms listed first:
-0.080 -0.010 0.123
0.317 0.000 0.025

=====

- Look up the total charge of the fifth one.
  0